Record 1
{
  "formula": "C3H6N2O",
  "method": "ωB97M-V/def2-TZVPD",
  "species": ["O", "N", "N", "C", "C", "C", "H", "H", "H", "H", "H", "H"],
  "coordinates": [[0.575, 2.047, 2.841], [-0.116, 0.094, -1.192], [-0.257, 1.139, 0.904], [0.401, 1.103, 2.111], [-0.215, 0.023, 0.062], [-0.095, -1.166, -1.908], [-0.221, -2.040, -1.246], [-0.893, -1.166, -2.658], [-0.285, -0.920, 0.622], [0.804, 0.103, 2.351], [0.864, -1.256, -2.432], [-0.564, 2.038, 0.547]],
  "nbo_charge": [-0.5684, -0.4243, -0.6371, 0.5382, 0.2609, -0.4304, 0.1689, 0.2075, 0.1459, 0.1090, 0.2075, 0.4224],
  "largest_force_ha_per_bohr": 0.01085,
  "smiles": "C/N=C/NC=O",
  "e_lumo_ev": 1.0,
  "relative_energy_kcal_mol": 24.2
}

---

Record 2
{
  "formula": "C6H10O",
  "method": "ωB97M-V/def2-TZVPD",
  "species": ["O", "C", "C", "C", "C", "C", "C", "H", "H", "H", "H", "H", "H", "H", "H", "H", "H"],
  "coordinates": [[-1.237, -2.851, 1.233], [2.226, 1.166, -0.548], [-0.166, 0.517, -0.420], [-2.556, -0.084, 0.237], [0.932, 1.038, 0.136], [-1.479, 0.702, 0.204], [2.754, 0.194, -1.281], [-1.124, -1.995, 0.804], [-2.826, -0.876, -0.446], [-1.207, -2.682, 2.182], [2.220, -0.735, -1.429], [0.830, 1.474, 1.123], [2.729, 2.125, -0.524], [-0.081, 0.052, -1.398], [3.710, 0.302, -1.776], [-3.220, 0.055, 1.081], [-1.506, 1.597, 0.821]],
  "nbo_charge": [-0.9446, -0.2230, -0.2308, -0.3965, -0.1924, -0.2106, -0.3705, 0.4760, 0.2055, 0.4687, 0.1929, 0.2015, 0.2107, 0.2100, 0.2004, 0.2045, 0.1981],
  "largest_force_ha_per_bohr": 0.01734,
  "smiles": "C=C/C=C/C=C.O",
  "e_lumo_ev": 0.5,
  "relative_energy_kcal_mol": 43.4
}

---

Record 3
{
  "formula": "C7H8FNO2",
  "method": "ωB97M-V/def2-TZVPD",
  "species": ["F", "O", "O", "N", "C", "C", "C", "C", "C", "C", "C", "H", "H", "H", "H", "H", "H", "H", "H"],
  "coordinates": [[0.864, 1.805, 1.356], [-0.367, -2.085, 0.974], [-1.812, -1.978, -0.789], [0.961, 0.019, 0.052], [-1.057, 0.810, -0.998], [1.567, 0.803, 0.793], [-0.881, -1.545, -0.145], [1.423, 3.619, -0.673], [-0.393, -0.165, -0.312], [0.591, 3.476, -1.477], [-1.135, -3.196, 1.442], [-2.048, 0.732, -1.426], [-0.595, 1.831, -1.016], [0.040, 3.650, -2.370], [2.626, 0.762, 1.040], [-0.787, -4.004, 0.824], [2.077, 3.426, 0.154], [-2.171, -3.131, 1.258], [-0.777, -3.371, 2.525]],
  "nbo_charge": [-0.3473, -0.4898, -0.5771, -0.4613, -0.3373, 0.5064, 0.7527, -0.2045, 0.0106, -0.2682, -0.2674, 0.2209, 0.2172, 0.2403, 0.1746, 0.1892, 0.2328, 0.2082, 0.1998],
  "largest_force_ha_per_bohr": 0.09024,
  "smiles": "C=C(/N=C\\F)C(=O)OC.C#C",
  "e_lumo_ev": 0.6,
  "relative_energy_kcal_mol": 35.7
}

---

Record 4
{
  "formula": "C3H13N4",
  "method": "ωB97M-V/def2-TZVPD",
  "species": ["N", "N", "N", "N", "C", "C", "C", "H", "H", "H", "H", "H", "H", "H", "H", "H", "H", "H", "H", "H"],
  "coordinates": [[1.848, 0.907, 0.556], [0.973, 0.909, -0.359], [-2.192, 0.673, 1.270], [-0.158, -0.587, -0.566], [-0.465, -0.785, -1.942], [-0.490, -1.239, 0.431], [3.143, 0.260, 0.405], [3.333, -0.520, 1.097], [-0.685, 0.212, -2.217], [3.952, 0.948, 0.591], [1.806, 1.243, 1.499], [0.348, 1.578, 0.043], [-2.865, -0.074, 0.990], [-0.133, -1.069, 1.349], [0.489, -1.045, -2.586], [-1.296, -1.972, 0.383], [3.181, 0.083, -0.687], [-2.566, 1.077, 2.049], [-1.402, -1.417, -2.024], [-2.288, 1.370, 0.521]],
  "nbo_charge": [-0.2974, -0.1836, -1.0799, -0.2521, -0.4477, 0.0748, -0.4548, 0.2268, 0.2241, 0.2332, 0.3847, 0.3695, 0.3665, 0.1913, 0.2576, 0.1908, 0.2338, 0.3717, 0.2285, 0.3622],
  "largest_force_ha_per_bohr": 0.07562,
  "e_lumo_ev": -3.4,
  "total_charge": 1,
  "relative_energy_kcal_mol": 130.8
}

---

Record 5
{
  "formula": "C34H66BeClFLiN6O6",
  "method": "ωB97M-V/def2-TZVPD",
  "species": ["Cl", "F", "O", "O", "O", "O", "O", "O", "N", "N", "N", "N", "N", "N", "C", "C", "C", "C", "C", "C", "C", "C", "C", "C", "C", "C", "C", "C", "C", "C", "C", "C", "C", "C", "C", "C", "C", "C", "C", "C", "C", "C", "C", "C", "C", "C", "C", "C", "Be", "Li", "H", "H", "H", "H", "H", "H", "H", "H", "H", "H", "H", "H", "H", "H", "H", "H", "H", "H", "H", "H", "H", "H", "H", "H", "H", "H", "H", "H", "H", "H", "H", "H", "H", "H", "H", "H", "H", "H", "H", "H", "H", "H", "H", "H", "H", "H", "H", "H", "H", "H", "H", "H", "H", "H", "H", "H", "H", "H", "H", "H", "H", "H", "H", "H", "H", "H"],
  "coordinates": [[2.901, -2.246, 5.606], [-0.538, -1.101, 8.790], [-3.164, 4.132, -7.008], [4.684, -5.313, 5.434], [8.082, 0.352, -3.610], [3.007, -5.492, 4.023], [4.494, -7.194, 4.234], [0.780, -1.211, 3.362], [-4.079, 5.621, -5.406], [-0.968, 0.865, -1.146], [-1.575, 2.999, -1.863], [0.142, -1.759, 4.313], [-0.779, -4.893, -0.273], [-0.939, 2.821, 0.426], [-2.740, 4.836, -3.010], [2.561, 1.179, 0.397], [3.027, -1.775, -1.232], [-3.319, 0.692, -0.077], [-2.121, -2.811, 4.494], [3.256, -0.191, 0.815], [0.552, 2.709, 0.585], [9.020, -0.201, -4.531], [4.869, -1.862, -2.997], [5.655, -0.888, -2.224], [-1.205, 0.326, 4.826], [-3.906, 4.351, -6.087], [3.843, -0.808, -0.518], [-2.197, -2.429, 5.976], [0.029, -4.143, 4.487], [3.579, -2.309, -2.491], [-2.499, 6.332, -3.518], [-2.792, 6.287, -5.086], [0.289, 0.321, -0.540], [0.959, 1.197, 0.574], [-1.015, -1.577, 6.447], [-2.471, -0.788, -4.892], [5.147, -0.335, -0.956], [-0.690, -2.899, 3.914], [-0.298, -0.805, 5.332], [-2.825, -0.209, -2.396], [-1.846, 4.462, -1.757], [-2.178, 0.020, -0.934], [0.939, -0.198, 5.959], [-1.762, -0.234, -3.562], [-0.841, -3.130, 2.411], [-1.184, 2.250, -0.877], [-4.753, 3.144, -5.507], [4.027, -6.079, 4.494], [-2.975, 3.501, 1.921], [-5.158, -0.734, -5.476], [-4.609, 3.121, -4.389], [5.271, -2.242, -3.963], [0.145, -0.710, -0.108], [-2.643, -3.764, 4.349], [1.038, 0.176, -1.372], [-2.400, 4.664, -0.800], [4.056, -4.574, 5.358], [-1.321, 2.157, 1.117], [5.755, 0.416, -0.396], [-0.913, 5.077, -1.711], [-1.666, -4.392, -0.183], [2.941, -3.044, -3.037], [1.488, 0.454, 5.272], [-3.033, 0.905, 0.984], [8.522, -0.429, -5.477], [-1.980, -1.756, -5.156], [-2.246, -3.331, 6.589], [2.600, -0.905, 1.371], [-0.714, -5.605, 0.464], [0.711, 0.396, 6.847], [-2.141, -0.039, 4.393], [-1.428, -4.038, 2.235], [-1.974, -1.001, -0.534], [-1.362, 0.772, -3.841], [6.642, -0.526, -2.598], [3.028, 2.057, 0.930], [-4.149, -0.073, -0.015], [-1.347, -0.892, 7.232], [9.424, -1.118, -4.107], [-1.468, 0.990, 5.650], [-0.524, -5.059, 4.254], [0.130, -3.278, 1.924], [-3.793, 1.578, -0.588], [-2.401, -0.040, -5.726], [2.033, -2.099, -0.840], [-0.301, -2.238, 6.938], [-3.565, -0.990, -4.684], [-1.696, 2.525, -2.764], [1.013, 3.187, -0.328], [-2.376, 4.191, -3.867], [1.571, -1.054, 6.232], [0.773, 0.767, 1.614], [-5.836, 3.368, -5.676], [1.034, -4.248, 4.068], [-3.823, 4.653, -2.804], [0.915, 3.247, 1.501], [-0.896, -0.868, -3.252], [2.745, 1.351, -0.701], [4.107, 0.061, 1.507], [7.738, 1.161, -4.004], [-2.700, -2.080, 3.915], [-0.002, -4.231, -0.174], [9.834, 0.507, -4.701], [-1.911, 5.811, -5.590], [-1.408, 6.549, -3.360], [-3.169, 7.064, -3.007], [-1.359, -2.300, 1.913], [-3.480, 0.697, -2.587], [0.133, -4.089, 5.570], [-3.137, -1.897, 6.155], [-0.706, 0.938, 4.067], [-4.678, 6.215, -5.980], [-3.505, -1.099, -2.398], [-2.844, 7.352, -5.441], [-4.438, 2.164, -5.950], [-0.730, -5.345, -1.190]],
  "mulliken_charge": [-0.4531, -0.8442, -0.5136, -0.4728, -0.5090, -0.6836, -0.6956, -0.0140, -0.2143, 1.1799, 0.3795, 0.9059, -0.3794, 0.1610, -0.1846, -1.4631, 0.0667, -1.1152, -1.3930, -0.1907, -1.2654, -0.5649, -0.5504, -0.3221, -1.4881, 0.3684, 0.1834, -0.7034, -1.8995, -0.5473, -0.6672, -0.7167, -0.3435, 1.7137, -1.6717, -0.5248, -0.6215, 1.5989, 1.2952, -0.7887, -0.5129, 0.2953, -1.3845, -0.1398, -2.1071, -1.1047, -0.6299, 0.6586, 0.0763, 0.7841, 0.1832, 0.3585, -0.2523, 0.5425, 0.3165, 0.1202, 0.3207, 0.4571, 0.3714, 0.3502, 0.3724, 0.2885, 0.3867, -0.0217, 0.2526, 0.3348, 0.3777, -0.1177, 0.4259, 0.4119, 0.3268, 0.5312, 0.2270, 0.2352, 0.4685, 0.3699, 0.4370, 0.6342, 0.2503, 0.4262, 0.3685, 0.5080, 0.2737, 0.4544, 0.1303, 0.2930, -0.5710, 0.1594, 0.3205, 0.0630, 0.0557, -0.6131, 0.3621, 0.5630, 0.2736, 0.4138, 0.2533, 0.6019, 0.5347, 0.2624, 0.3072, 0.1809, 0.2595, 0.2928, 0.3126, 0.3616, 0.3485, 0.1457, 0.4042, 0.3656, 0.2298, 0.3243, 0.4961, 0.4319, 0.0456, 0.4145],
  "largest_force_ha_per_bohr": 0.09936,
  "e_lumo_ev": -5.9,
  "total_charge": 1
}

---

Record 6
{
  "formula": "C12H13N",
  "method": "ωB97M-V/def2-TZVPD",
  "species": ["N", "C", "C", "C", "C", "C", "C", "C", "C", "C", "C", "C", "C", "H", "H", "H", "H", "H", "H", "H", "H", "H", "H", "H", "H", "H"],
  "coordinates": [[-0.372, 1.612, -0.263], [-2.817, 1.129, -0.380], [0.757, 0.844, 0.184], [-3.351, -1.230, 0.065], [-1.409, 0.834, -0.197], [-2.072, -1.545, 0.437], [1.943, -1.783, 0.029], [-3.668, 0.100, -0.389], [1.532, 1.550, 1.257], [1.762, 0.529, -0.998], [-1.069, -0.556, 0.255], [2.683, -0.652, -0.667], [0.251, -0.527, 0.465], [-1.714, -2.380, 0.929], [3.583, -0.250, 0.034], [3.217, -1.092, -1.683], [2.448, 1.118, 1.691], [1.237, 0.362, -1.824], [1.657, -2.630, -0.597], [2.454, 1.468, -1.317], [0.785, 1.723, 1.980], [-4.264, -1.738, 0.152], [-3.051, 2.114, -0.440], [-4.779, 0.413, -0.567], [2.287, -1.948, 1.133], [1.971, 2.537, 0.712]],
  "nbo_charge": [-0.4174, -0.2241, -0.0610, -0.2347, 0.2226, -0.1484, -0.3123, -0.1715, -0.5850, -0.3421, -0.2546, -0.4616, 0.1812, 0.2153, 0.2102, 0.2235, 0.2179, 0.2021, 0.2160, 0.2061, 0.2195, 0.2180, 0.2178, 0.2130, 0.2313, 0.2182],
  "largest_force_ha_per_bohr": 0.09532,
  "e_lumo_ev": -0.4,
  "relative_energy_kcal_mol": 126.8
}

---

Record 7
{
  "formula": "C4H10N5",
  "method": "ωB97M-V/def2-TZVPD",
  "species": ["N", "N", "N", "N", "N", "C", "C", "C", "C", "H", "H", "H", "H", "H", "H", "H", "H", "H", "H"],
  "coordinates": [[1.372, -2.103, 0.253], [3.689, 0.501, -0.180], [4.679, 1.194, -0.408], [0.029, 0.016, 1.512], [2.428, -1.485, 0.389], [-0.592, -0.485, 0.170], [-0.967, 0.672, -0.686], [0.256, -1.585, -0.465], [2.912, -0.402, -0.063], [0.609, 0.910, 1.373], [-0.874, 1.518, -0.013], [-1.504, -1.108, 0.410], [-0.717, 0.096, 2.324], [-0.479, -2.463, -0.682], [4.577, 1.999, -1.042], [-0.335, 0.800, -1.546], [0.450, -1.282, -1.465], [0.610, -0.823, 1.824], [-1.955, 0.592, -1.042]],
  "nbo_charge": [-0.2042, -0.0041, -0.3495, -0.7435, -0.1156, -0.0472, -0.6315, -0.3186, 0.2433, 0.4592, 0.2116, 0.2460, 0.4709, 0.2414, 0.3635, 0.2388, 0.2181, 0.4652, 0.2564],
  "largest_force_ha_per_bohr": 0.05543,
  "e_lumo_ev": [-4.5, -4.5],
  "total_charge": 1,
  "relative_energy_kcal_mol": 187.9
}

---

Record 8
{
  "formula": "C4H6N3S",
  "method": "ωB97M-V/def2-TZVPD",
  "species": ["S", "N", "N", "N", "C", "C", "C", "C", "H", "H", "H", "H", "H", "H"],
  "coordinates": [[0.472, -2.379, -2.084], [1.167, -0.964, -0.028], [-0.750, 1.965, 1.849], [-0.388, 0.764, -0.073], [1.327, -2.076, -0.612], [-0.138, 1.045, 1.200], [0.126, -0.356, -0.663], [-0.381, -0.921, -1.818], [-1.132, -0.691, -2.611], [-1.176, 1.164, -0.445], [-1.433, 2.609, 1.328], [0.834, 0.470, 1.520], [2.031, -2.730, -0.333], [-0.559, 2.100, 2.770]],
  "mulliken_spin": [0.1558, -0.0577, 0.2235, 0.0970, 0.1699, 0.4731, 0.3544, 0.5572, 0.0033, -0.0124, -0.0060, 0.0276, 0.0251, -0.0107],
  "largest_force_ha_per_bohr": 0.13167,
  "e_lumo_ev": [-4.1, -7.1],
  "total_charge": 1,
  "multiplicity": 3,
  "relative_energy_kcal_mol": 0.0
}